{
  "formula": "C6H10N",
  "method": "ωB97M-V/def2-TZVPD",
  "gap_ha": 0.3319,
  "total_charge": 1,
  "de_lowest_ev": 3.2979,
  "max_force_ha_per_bohr": 0.1595,
  "symbols": ["C", "C", "C", "C", "C", "C", "N", "H", "H", "H", "H", "H", "H", "H", "H", "H", "H"],
  "positions_angstrom": [[-2.50, 1.22, -1.88], [-1.27, 1.35, -1.47], [-0.08, 1.56, -1.07], [0.38, -1.23, 0.93], [-0.78, -1.85, 0.79], [2.59, -0.14, 1.32], [1.38, -0.62, 0.99], [-2.88, 0.34, -2.28], [0.02, 1.51, 0.06], [0.81, 1.83, -1.61], [-1.52, -1.40, 1.62], [-0.72, -2.92, 1.11], [-1.26, -1.73, -0.15], [3.25, -0.88, 1.65], [2.74, 0.17, 0.29], [2.66, 0.72, 2.09], [-3.04, 2.12, -2.15]],
  "nbo_charge": [-0.482, 0.104, -0.529, 0.663, -0.791, -0.457, -0.197, 0.225, 0.195, 0.244, 0.331, 0.325, 0.319, 0.261, 0.265, 0.278, 0.246]
}

=====

{
  "formula": "C25H20N7O2STl",
  "method": "ωB97M-V/def2-TZVPD",
  "gap_ha": 0.2759,
  "max_force_ha_per_bohr": 0.0192,
  "symbols": ["Tl", "C", "C", "C", "C", "N", "C", "C", "C", "C", "C", "C", "N", "C", "C", "C", "C", "C", "N", "H", "H", "H", "H", "H", "H", "H", "H", "H", "H", "H", "N", "C", "C", "C", "C", "C", "C", "S", "O", "O", "N", "C", "N", "C", "C", "C", "N", "H", "H", "H", "H", "H", "H", "H", "H", "H"],
  "positions_angstrom": [[1.02, -1.77, -0.93], [-4.27, -1.80, 0.21], [-4.37, -1.82, 1.59], [-3.23, -1.59, 2.35], [-2.02, -1.34, 1.70], [-1.93, -1.39, 0.37], [-3.02, -1.60, -0.35], [-0.80, -0.92, 2.45], [-0.78, -0.85, 3.84], [0.35, -0.35, 4.46], [1.41, 0.09, 3.69], [1.34, -0.03, 2.31], [0.26, -0.55, 1.72], [2.41, 0.53, 1.42], [3.43, 1.31, 1.96], [4.29, 1.98, 1.11], [4.11, 1.87, -0.25], [3.12, 1.01, -0.71], [2.31, 0.35, 0.10], [-5.14, -1.93, -0.42], [-5.32, -2.00, 2.08], [-3.30, -1.59, 3.42], [-2.88, -1.61, -1.43], [-1.62, -1.17, 4.44], [0.39, -0.28, 5.54], [2.28, 0.51, 4.18], [3.56, 1.41, 3.03], [5.08, 2.60, 1.52], [4.74, 2.41, -0.95], [2.97, 0.84, -1.77], [-3.85, -1.95, -7.15], [-2.91, -1.44, -6.26], [-2.69, -0.06, -6.18], [-1.71, 0.44, -5.34], [-0.95, -0.43, -4.57], [-1.15, -1.80, -4.65], [-2.13, -2.30, -5.49], [0.32, 0.18, -3.48], [1.37, -0.83, -3.50], [0.71, 1.50, -3.91], [-0.24, 0.12, -1.95], [-1.18, 1.02, -1.57], [-1.39, 1.12, -0.23], [-2.29, 2.00, 0.17], [-3.01, 2.81, -0.70], [-2.75, 2.61, -2.04], [-1.88, 1.72, -2.48], [-4.57, -1.32, -7.44], [-4.17, -2.88, -6.97], [-3.28, 0.60, -6.79], [-1.53, 1.50, -5.26], [-0.53, -2.46, -4.06], [-2.29, -3.37, -5.56], [-2.44, 2.06, 1.24], [-3.73, 3.54, -0.35], [-3.28, 3.17, -2.81]],
  "nbo_charge": [0.805, -0.247, -0.175, -0.228, 0.136, -0.390, 0.053, 0.261, -0.243, -0.168, -0.225, 0.173, -0.409, 0.168, -0.227, -0.159, -0.246, 0.067, -0.454, 0.222, 0.217, 0.210, 0.205, 0.214, 0.219, 0.213, 0.213, 0.220, 0.228, 0.224, -0.797, 0.186, -0.282, -0.125, -0.398, -0.096, -0.303, 2.324, -1.011, -0.949, -1.014, 0.553, -0.480, 0.084, -0.372, 0.094, -0.515, 0.380, 0.379, 0.207, 0.248, 0.220, 0.206, 0.181, 0.218, 0.187]
}

=====

{
  "formula": "C23H23N2O3S2",
  "method": "ωB97M-V/def2-TZVPD",
  "gap_ha": 0.1647,
  "total_charge": -1,
  "de_lowest_ev": 0.1363,
  "max_force_ha_per_bohr": 0.0252,
  "symbols": ["C", "N", "C", "C", "N", "C", "S", "S", "C", "C", "H", "H", "H", "H", "H", "H", "H", "H", "H", "H", "H", "C", "O", "C", "C", "C", "C", "C", "C", "C", "O", "C", "C", "C", "C", "C", "C", "C", "O", "C", "C", "H", "H", "H", "H", "H", "H", "H", "H", "H", "H", "H", "H"],
  "positions_angstrom": [[6.94, -2.34, 1.44], [5.64, -1.70, 1.47], [5.38, -1.05, 2.72], [3.94, -0.57, 2.77], [3.60, 0.20, 1.58], [2.35, 0.85, 1.67], [1.80, 1.47, 3.13], [1.25, 0.98, 0.39], [3.90, -0.47, 0.31], [5.36, -0.91, 0.30], [7.05, -2.90, 0.50], [7.78, -1.62, 1.51], [7.01, -3.03, 2.29], [5.53, -1.80, 3.51], [6.06, -0.19, 2.90], [3.29, -1.46, 2.86], [3.82, 0.07, 3.66], [3.27, -1.37, 0.17], [3.73, 0.22, -0.53], [6.01, -0.02, 0.23], [5.55, -1.55, -0.57], [-0.73, -4.59, -0.13], [-1.64, -4.02, 0.84], [-1.88, -2.68, 0.79], [-1.32, -1.83, -0.19], [-1.68, -0.50, -0.22], [-2.61, 0.03, 0.70], [-3.06, 1.40, 0.60], [-3.46, 2.01, -0.55], [-3.94, 3.43, -0.58], [-4.02, 4.22, 0.36], [-4.33, 3.68, -2.00], [-4.19, 2.51, -2.75], [-4.54, 2.48, -4.10], [-5.01, 3.65, -4.70], [-5.15, 4.83, -3.94], [-4.82, 4.85, -2.58], [-3.70, 1.39, -1.89], [-3.57, 0.22, -2.24], [-3.11, -0.82, 1.72], [-2.77, -2.15, 1.76], [-0.69, -5.63, 0.16], [-1.12, -4.49, -1.15], [0.27, -4.14, -0.07], [-0.60, -2.21, -0.92], [-1.20, 0.16, -0.94], [-3.25, 1.92, 1.53], [-4.44, 1.54, -4.65], [-5.26, 3.65, -5.76], [-5.51, 5.74, -4.42], [-4.93, 5.73, -1.97], [-3.79, -0.39, 2.46], [-3.19, -2.83, 2.50]],
  "nbo_charge": [-0.396, -0.448, -0.220, -0.232, -0.482, -0.097, -0.351, -0.375, -0.222, -0.220, 0.190, 0.153, 0.191, 0.189, 0.154, 0.171, 0.251, 0.179, 0.234, 0.154, 0.189, -0.257, -0.498, 0.338, -0.336, 0.002, -0.177, 0.048, -0.313, 0.558, -0.539, -0.140, -0.031, -0.206, -0.201, -0.206, -0.167, 0.524, -0.533, -0.147, -0.274, 0.193, 0.180, 0.192, 0.223, 0.224, 0.225, 0.230, 0.212, 0.212, 0.229, 0.209, 0.216]
}

=====

{
  "formula": "C18H24BF4MoN2S",
  "method": "ωB97M-V/def2-TZVPD",
  "gap_ha": [0.2483, 0.2483],
  "total_charge": 1,
  "de_lowest_ev": 6.1187,
  "max_force_ha_per_bohr": 0.0074,
  "symbols": ["Mo", "C", "C", "C", "C", "C", "C", "C", "N", "C", "C", "C", "C", "C", "C", "C", "N", "C", "C", "C", "C", "H", "H", "H", "H", "H", "H", "H", "H", "H", "H", "H", "H", "H", "H", "H", "H", "H", "H", "H", "H", "H", "H", "H", "H", "S", "F", "B", "F", "F", "F"],
  "positions_angstrom": [[0.20, -3.01, -0.16], [3.85, 1.91, 1.35], [4.27, 1.30, 0.01], [5.67, 0.69, 0.16], [4.32, 2.40, -1.06], [3.23, 0.26, -0.40], [3.57, -0.99, -0.80], [2.74, -2.06, -1.34], [1.49, -2.26, -1.17], [0.77, 0.28, 0.10], [1.85, 0.74, -0.49], [-0.62, 0.21, 0.15], [-1.76, 0.57, -0.40], [-3.13, 0.08, -0.24], [-3.49, -1.20, -0.40], [-2.72, -2.40, -0.70], [-1.47, -2.56, -0.70], [-4.17, 1.20, -0.02], [-3.71, 2.09, 1.14], [-4.28, 2.04, -1.31], [-5.55, 0.64, 0.32], [4.58, 2.65, 1.66], [3.79, 1.15, 2.13], [2.88, 2.41, 1.28], [6.35, 1.47, 0.52], [6.06, 0.33, -0.79], [5.68, -0.12, 0.88], [5.07, 3.14, -0.79], [3.37, 2.93, -1.15], [4.58, 2.00, -2.04], [4.62, -1.24, -0.81], [3.27, -2.79, -1.95], [1.68, 1.60, -1.14], [-1.65, 1.43, -1.06], [-4.55, -1.42, -0.34], [-3.32, -3.29, -0.90], [-2.75, 2.57, 0.93], [-3.61, 1.52, 2.06], [-4.44, 2.88, 1.31], [-3.34, 2.54, -1.56], [-5.02, 2.82, -1.16], [-4.58, 1.43, -2.16], [-5.52, -0.01, 1.19], [-5.99, 0.09, -0.52], [-6.22, 1.47, 0.54], [0.18, -0.95, 1.30], [0.40, -4.88, -0.11], [-0.62, -4.95, 2.15], [-1.13, -3.81, 1.60], [0.53, -4.87, 2.76], [-1.35, -6.02, 2.13]],
  "nbo_charge": [1.337, -0.606, -0.074, -0.616, -0.605, 0.091, -0.279, 0.094, -0.487, 0.028, -0.246, -0.121, -0.171, 0.046, -0.239, 0.038, -0.443, -0.077, -0.605, -0.601, -0.612, 0.228, 0.216, 0.211, 0.231, 0.215, 0.217, 0.230, 0.204, 0.219, 0.241, 0.218, 0.254, 0.250, 0.234, 0.212, 0.207, 0.216, 0.227, 0.201, 0.228, 0.220, 0.217, 0.214, 0.230, 0.296, -0.552, 1.496, -0.497, -0.474, -0.460]
}